Molecular formula: C16H14N6O2S2
Method: DFT, the ωB97M-V functional and the def2-TZVPD basis

Properties
SMILES: NNC(=O)CSc1nnc(Cn2c(-c3ccco3)nc3ccccc32)s1
Energy (eV): -51523.2737

Element x y z (Å)
S  -0.979  1.511  -0.122
S  1.223  3.637  -0.038
O  4.432  4.321  -1.184
O  -3.568  -0.271  -1.543
N  4.856  6.656  0.205
N  -1.548  -3.377  -1.227
N  -0.373  0.729  2.266
N  4.170  5.495  0.710
N  0.483  1.810  1.968
N  -1.588  -1.794  0.392
C  0.065  -4.903  -0.062
C  -3.393  -1.981  -2.974
C  3.922  4.375  -0.083
C  0.830  -5.109  1.097
C  2.958  3.259  0.379
C  -4.254  -0.988  -3.561
C  -2.053  -2.209  -0.870
C  0.096  -2.958  1.956
C  -0.662  -2.736  0.804
C  -4.379  0.018  -2.640
C  0.868  -4.123  2.088
C  -0.687  -3.735  -0.200
C  -2.108  -0.685  1.221
C  -2.979  -1.493  -1.750
C  0.321  2.298  0.734
C  -1.182  0.493  1.276
H  4.839  6.678  -0.839
H  3.672  5.544  1.622
H  1.444  -6.009  1.192
H  3.032  3.118  1.432
H  -3.078  -0.388  0.843
H  -3.088  -2.939  -3.391
H  3.251  2.332  -0.132
H  -4.728  -1.050  -4.520
H  -4.937  0.937  -2.741
H  1.458  -4.279  2.984
H  0.073  -2.226  2.778
H  -2.260  -0.997  2.237
H  5.813  6.666  0.555
H  0.040  -5.629  -0.859


Molecular formula: C16H15AsN2O4ReS5Si
Method: DFT, the ωB97M-V functional and the def2-TZVPD basis

Properties
Charge: +1
Energy (eV): -153020.7099

Element x y z (Å)
Re  1.078  -1.933  -0.479
As  -0.404  -3.176  2.360
S  1.313  -1.342  -2.791
S  0.607  -3.964  0.417
S  -0.400  -1.135  1.088
S  0.754  -3.136  4.100
S  -2.333  -3.861  2.750
Si  -0.624  1.255  1.356
O  4.772  -1.034  1.275
O  1.999  -2.601  -2.659
O  1.952  -0.279  -2.030
O  -2.157  -0.546  -2.050
N  2.606  -1.676  0.633
N  -0.114  -1.550  -1.995
C  -1.061  0.346  -6.193
C  -1.237  0.517  4.074
C  0.898  1.772  0.352
C  0.693  2.163  5.194
C  -0.723  -0.497  -3.990
C  3.716  -1.335  0.934
C  -1.129  0.627  5.448
C  0.573  2.079  3.820
C  0.604  -0.767  -4.315
C  -2.353  1.367  0.591
C  -0.173  1.459  6.012
C  -0.409  1.273  3.233
C  1.115  -0.516  -5.567
C  0.254  0.035  -6.516
C  -1.566  0.076  -4.929
C  -1.121  -0.859  -2.591
H  0.627  0.233  -7.510
H  -1.782  0.052  6.085
H  -1.703  0.804  -6.931
H  -2.582  0.304  -4.644
H  1.008  1.169  -0.548
H  1.248  2.642  3.195
H  -1.963  -0.168  3.652
H  0.845  2.809  0.032
H  -0.095  1.551  7.084
H  -2.603  2.386  0.301
H  2.145  -0.733  -5.806
H  -2.446  0.734  -0.296
H  -3.113  1.031  1.297
H  1.468  2.778  5.625
H  1.812  1.647  0.931


Molecular formula: C16H15BrN3ORuSe2Te3
Method: DFT, the ωB97M-V functional and the def2-TZVPD basis

Properties
⟨S²⟩: 8.836
Energy (eV): -248544.0685
ΔE to the lowest compared entry with this formula, charge and spin (kcal per mole): 71.2
Spin multiplicity: 6

Element x y z (Å)
Te  -5.032  2.887  -1.238
Te  1.079  -2.353  -0.152
Te  -5.314  -2.916  1.007
Ru  -0.222  -0.202  0.587
Br  -0.590  1.406  2.320
Se  -0.368  -2.239  1.971
Se  -3.210  3.169  -2.736
O  0.342  4.381  -1.989
N  -2.217  -0.238  -0.142
N  -3.213  -0.600  2.005
N  1.340  0.551  -1.317
C  2.018  2.638  -2.278
C  3.046  -0.822  1.764
C  -3.550  -0.692  -2.164
C  0.252  2.551  -0.551
C  5.086  -2.643  1.675
C  -4.602  -1.080  -1.368
C  0.513  1.207  -0.504
C  0.942  3.269  -1.598
C  3.824  -2.978  1.080
C  4.217  -0.620  2.474
C  -4.538  -0.924  0.056
C  5.278  -1.494  2.390
C  -3.214  -0.610  0.677
C  -2.428  -0.164  -1.472
C  2.795  -2.043  1.113
C  2.181  1.285  -2.116
H  -0.459  3.147  0.128
H  3.718  -4.044  0.743
H  2.279  -0.065  1.870
H  -5.442  -1.727  -1.641
H  4.249  0.230  3.176
H  6.237  -1.337  2.874
H  0.637  4.715  -2.848
H  -4.105  -0.834  2.457
H  2.643  3.182  -3.004
H  -1.669  0.302  -2.070
H  -2.369  -0.570  2.513
H  -5.443  -0.406  0.526
H  -3.650  -0.699  -3.253
H  5.950  -3.315  1.587
H  3.010  0.697  -2.551


Molecular formula: C16H15ClOsTe
Method: DFT, the ωB97M-V functional and the def2-TZVPD basis

Properties
⟨S²⟩: 6.026
Energy (eV): -39111.1560
Spin multiplicity: 5

Element x y z (Å)
Os  0.697  -0.500  -0.066
Te  -0.088  -0.011  2.603
Cl  0.634  1.877  -0.024
C  0.704  -1.964  -1.396
C  2.141  2.086  2.895
C  -2.023  1.345  -0.896
C  0.024  2.693  3.967
C  2.355  -1.529  0.119
C  -2.510  1.306  0.445
C  0.806  1.780  3.230
C  1.821  4.321  3.804
C  1.278  -2.396  -0.183
C  -2.584  -0.060  0.852
C  1.441  -0.857  -1.872
C  0.529  3.973  4.226
C  2.629  3.372  3.156
C  -1.737  -0.001  -1.311
C  2.460  -0.590  -0.931
C  -2.069  -0.873  -0.225
H  1.260  -0.360  -2.820
H  -2.757  2.163  1.065
H  3.002  -1.606  0.989
H  -0.090  4.702  4.749
H  -2.058  -1.965  -0.218
H  2.202  5.332  3.985
H  -0.966  2.370  4.284
H  -1.458  -0.291  -2.325
H  -1.831  2.233  -1.494
H  3.638  3.636  2.839
H  2.752  1.316  2.424
H  0.900  -3.227  0.402
H  -2.897  -0.440  1.824
H  3.235  0.160  -1.041
H  -0.146  -2.430  -1.889


Molecular formula: C16H15F3N2O4S
Method: DFT, the ωB97M-V functional and the def2-TZVPD basis

Properties
Energy (eV): -46979.8489
ΔE to the lowest compared entry with this formula, charge and spin (kcal per mole): 319.0

Element x y z (Å)
S  -4.213  -0.840  0.760
F  8.554  -1.607  0.325
F  7.856  0.619  0.087
F  7.109  -0.815  1.857
O  -5.638  -0.600  1.004
O  1.520  2.542  0.012
O  -3.745  -2.014  1.550
O  6.538  -1.238  -0.314
N  0.407  0.694  0.152
N  -4.199  -1.456  -0.830
C  3.142  -0.311  0.689
C  7.462  -0.985  0.423
C  4.902  0.689  -0.765
C  -4.822  -2.883  -0.983
C  1.444  1.468  0.209
C  -3.254  0.331  0.749
C  -1.374  2.450  0.427
C  -2.618  2.689  0.694
C  3.797  1.354  -0.758
C  -4.991  -0.505  -1.594
C  5.185  -0.564  -0.273
C  -0.937  1.114  0.313
C  -1.964  -0.043  0.688
C  2.761  0.679  0.087
C  -3.670  1.932  0.813
C  4.228  -1.017  0.781
H  4.472  -1.839  1.193
H  -0.562  3.295  0.489
H  -4.761  2.041  0.845
H  0.595  -0.249  0.300
H  -4.322  -3.380  0.069
H  -4.831  -0.881  -2.558
H  -2.933  3.588  0.663
H  -5.850  -2.909  -1.080
H  5.797  1.149  -1.803
H  3.549  2.198  -1.191
H  -4.420  -2.982  -1.922
H  2.264  -0.825  1.312
H  -6.129  -0.409  -1.428
H  -4.715  0.606  -1.436
H  -1.632  -1.088  0.445


Molecular formula: C16H15F5IrN7O9P2S2
Method: DFT, the ωB97M-V functional and the def2-TZVPD basis

Properties
Charge: +1
⟨S²⟩: 0.783
Energy (eV): -102361.5623
ΔE to the lowest compared entry with this formula, charge and spin (kcal per mole): 104.4
Spin multiplicity: 2

Element x y z (Å)
Ir  -0.190  0.429  0.170
S  -1.718  2.531  0.544
S  1.021  2.515  -1.298
P  1.818  -1.524  2.061
P  -0.545  -0.099  2.920
F  -3.792  4.618  0.433
F  -2.052  0.946  -1.942
F  -5.625  3.425  -3.733
F  -5.639  5.018  -1.522
F  -3.802  1.418  -3.966
O  -0.116  3.320  -1.653
O  -0.196  1.262  2.408
O  -1.181  -0.978  1.869
O  1.974  -0.643  -2.929
O  -1.497  -0.011  4.213
O  1.714  -0.522  0.942
O  3.346  -1.547  2.528
O  1.287  2.434  0.123
O  1.297  -2.912  1.868
N  0.800  0.958  -1.797
N  -2.113  -1.857  -0.708
N  -3.208  -3.806  -1.328
N  -0.983  -3.360  -1.821
N  0.314  -2.321  4.081
N  -2.118  -3.031  -1.254
N  -0.914  -1.380  -0.918
C  0.876  -1.029  3.620
C  3.236  3.947  -2.482
C  -2.908  1.970  -1.858
C  -4.741  3.229  -2.771
C  2.774  1.608  -2.884
C  -3.808  2.191  -2.886
C  1.658  -0.308  4.685
C  2.478  2.817  -2.276
C  1.814  0.496  -2.549
C  4.353  3.829  -3.304
C  -4.742  4.046  -1.636
C  -2.872  2.779  -0.713
C  -0.227  -2.302  -1.601
C  -3.803  3.833  -0.635
C  3.875  1.494  -3.718
C  4.666  2.620  -3.907
H  2.538  -0.880  4.979
H  4.093  0.555  -4.202
H  -3.847  -3.688  -0.554
H  2.969  4.885  -2.024
H  1.986  0.654  4.298
H  0.776  -2.179  -1.957
H  -2.988  -4.757  -1.594
H  -0.689  -2.251  4.277
H  1.036  -0.125  5.561
H  -1.902  0.852  4.278
H  5.539  2.550  -4.536
H  0.808  -2.698  4.893
H  4.980  4.693  -3.469
H  3.858  -0.822  2.166
H  0.543  -2.924  3.158


Molecular formula: C16H15F6N3O5Pd
Method: DFT, the ωB97M-V functional and the def2-TZVPD basis

Properties
Charge: -2
Energy (eV): -51327.0380
ΔE to the lowest compared entry with this formula, charge and spin (kcal per mole): 41.1

Element x y z (Å)
Pd  -0.211  0.075  0.019
F  -2.442  -3.760  -2.104
F  -4.095  -1.147  -3.522
F  -2.120  -1.854  -4.036
F  -2.742  -3.100  -0.069
F  -2.412  0.209  -3.468
F  -4.352  -2.949  -1.502
O  -0.337  -1.268  1.428
O  3.647  1.877  1.105
O  -0.206  1.518  -1.237
O  2.192  0.487  0.453
O  -1.156  -1.332  -1.491
N  -1.135  1.134  1.541
N  -1.369  0.384  2.683
N  2.450  1.647  0.866
C  -1.361  3.066  0.217
C  -3.295  -0.372  -0.834
C  -0.723  3.618  -2.111
C  -1.468  -3.684  5.638
C  -1.559  2.341  1.437
C  -0.939  -4.070  4.414
C  -1.111  -1.803  3.601
C  -2.281  2.987  2.586
C  -3.005  -2.796  -1.350
C  -1.641  -1.421  4.831
C  -0.761  2.641  -0.950
C  -1.818  -2.354  5.842
C  -0.918  -0.818  2.492
C  -2.777  -1.054  -3.179
C  -2.473  -1.367  -1.683
C  -0.761  -3.135  3.400
H  -1.630  3.018  3.462
H  -1.907  -0.380  4.967
H  -1.736  3.880  -2.425
H  -2.909  0.631  -1.017
H  -2.589  4.001  2.329
H  -0.203  3.152  -2.945
H  -0.354  -3.414  2.437
H  -0.666  -5.104  4.244
H  -3.121  -0.606  0.217
H  -3.156  2.397  2.862
H  -1.746  4.079  0.194
H  -2.230  -2.043  6.795
H  -1.606  -4.413  6.428
H  -0.201  4.537  -1.831
H  -4.365  -0.402  -1.047


Molecular formula: C16H15GaN2S2
Method: DFT, the ωB97M-V functional and the def2-TZVPD basis

Properties
Energy (eV): -93862.8638

Element x y z (Å)
Ga  0.063  -0.779  -0.274
S  1.454  -0.331  -1.991
S  1.625  -1.368  1.246
N  -1.188  0.813  0.399
N  -2.411  0.482  0.428
C  0.772  3.772  1.285
C  4.028  -1.163  -2.178
C  -1.898  3.013  1.146
C  4.214  -2.042  0.662
C  -2.191  -2.880  -1.003
C  -1.763  -1.665  -0.493
C  0.452  2.486  0.891
C  -2.745  -0.761  -0.037
C  2.890  -1.049  -1.207
C  -3.545  -3.191  -1.048
C  -4.107  -1.083  -0.058
C  2.964  -1.447  0.069
C  -4.500  -2.301  -0.567
C  -1.565  4.291  1.537
C  -0.232  4.676  1.606
C  -0.888  2.099  0.820
H  -2.347  4.995  1.782
H  4.022  -2.328  1.693
H  -1.467  -3.597  -1.372
H  4.521  -2.929  0.110
H  -3.862  -4.136  -1.462
H  -5.546  -2.562  -0.599
H  1.226  1.769  0.637
H  -4.817  -0.360  0.315
H  0.020  5.682  1.907
H  5.034  -1.323  0.656
H  -2.928  2.696  1.076
H  3.738  -1.822  -2.998
H  4.929  -1.550  -1.713
H  1.806  4.077  1.342
H  4.239  -0.184  -2.608


What did the second record say?
Molecular formula: C16H15AsN2O4ReS5Si
Method: DFT, the ωB97M-V functional and the def2-TZVPD basis

Properties
Charge: +1
Energy (eV): -153020.7099

Element x y z (Å)
Re  1.078  -1.933  -0.479
As  -0.404  -3.176  2.360
S  1.313  -1.342  -2.791
S  0.607  -3.964  0.417
S  -0.400  -1.135  1.088
S  0.754  -3.136  4.100
S  -2.333  -3.861  2.750
Si  -0.624  1.255  1.356
O  4.772  -1.034  1.275
O  1.999  -2.601  -2.659
O  1.952  -0.279  -2.030
O  -2.157  -0.546  -2.050
N  2.606  -1.676  0.633
N  -0.114  -1.550  -1.995
C  -1.061  0.346  -6.193
C  -1.237  0.517  4.074
C  0.898  1.772  0.352
C  0.693  2.163  5.194
C  -0.723  -0.497  -3.990
C  3.716  -1.335  0.934
C  -1.129  0.627  5.448
C  0.573  2.079  3.820
C  0.604  -0.767  -4.315
C  -2.353  1.367  0.591
C  -0.173  1.459  6.012
C  -0.409  1.273  3.233
C  1.115  -0.516  -5.567
C  0.254  0.035  -6.516
C  -1.566  0.076  -4.929
C  -1.121  -0.859  -2.591
H  0.627  0.233  -7.510
H  -1.782  0.052  6.085
H  -1.703  0.804  -6.931
H  -2.582  0.304  -4.644
H  1.008  1.169  -0.548
H  1.248  2.642  3.195
H  -1.963  -0.168  3.652
H  0.845  2.809  0.032
H  -0.095  1.551  7.084
H  -2.603  2.386  0.301
H  2.145  -0.733  -5.806
H  -2.446  0.734  -0.296
H  -3.113  1.031  1.297
H  1.468  2.778  5.625
H  1.812  1.647  0.931


Repeat the eighth record exactly.
Molecular formula: C16H15GaN2S2
Method: DFT, the ωB97M-V functional and the def2-TZVPD basis

Properties
Energy (eV): -93862.8638

Element x y z (Å)
Ga  0.063  -0.779  -0.274
S  1.454  -0.331  -1.991
S  1.625  -1.368  1.246
N  -1.188  0.813  0.399
N  -2.411  0.482  0.428
C  0.772  3.772  1.285
C  4.028  -1.163  -2.178
C  -1.898  3.013  1.146
C  4.214  -2.042  0.662
C  -2.191  -2.880  -1.003
C  -1.763  -1.665  -0.493
C  0.452  2.486  0.891
C  -2.745  -0.761  -0.037
C  2.890  -1.049  -1.207
C  -3.545  -3.191  -1.048
C  -4.107  -1.083  -0.058
C  2.964  -1.447  0.069
C  -4.500  -2.301  -0.567
C  -1.565  4.291  1.537
C  -0.232  4.676  1.606
C  -0.888  2.099  0.820
H  -2.347  4.995  1.782
H  4.022  -2.328  1.693
H  -1.467  -3.597  -1.372
H  4.521  -2.929  0.110
H  -3.862  -4.136  -1.462
H  -5.546  -2.562  -0.599
H  1.226  1.769  0.637
H  -4.817  -0.360  0.315
H  0.020  5.682  1.907
H  5.034  -1.323  0.656
H  -2.928  2.696  1.076
H  3.738  -1.822  -2.998
H  4.929  -1.550  -1.713
H  1.806  4.077  1.342
H  4.239  -0.184  -2.608


What is the energy in the sixth record? -102361.5623 eV